A structure of composition C21H27BClN5O6Sc, computed with ωB97M-V/def2-TZVPD.

Output
HOMO level in eV: -9.5
E in eV: -75844.6740
Kohn-Sham gap in eV: 6.24
ΔE to the lowest compared entry with this formula, charge and spin in kcal per mole: 0.0

```
! RIJCOSX wB97M-V def2-TZVPD def2/J DEFGRID3
* xyz 1 1
Sc 0.8535 0.5483 -0.4003
C 1.2799 -3.6502 -1.9305
C 0.7825 -2.3017 -1.5107
N 1.5106 -1.5134 -0.7460
C 2.7699 -1.9822 -0.1836
C 3.4874 -0.7980 0.4513
N 2.4916 0.0370 1.1504
C 3.0236 1.2787 1.7303
C 1.8562 2.0702 2.3028
N 0.7499 2.1347 1.3247
C 0.6004 3.4042 0.5818
C -0.6824 3.3144 -0.2448
N -0.7986 1.9538 -0.7497
C -1.7437 1.6127 -1.6015
C -2.6938 2.6260 -2.1567
C -1.8295 0.2414 -1.9376
C -2.6640 -0.3620 -2.8487
C -2.5356 -1.7143 -3.1817
C -1.3952 -2.3921 -2.7658
C -0.5062 -1.8496 -1.8573
N -0.9364 -0.6229 -1.1572
H 1.5667 -4.2306 -1.0520
H 2.1672 -3.5395 -2.5562
H 0.5375 -4.2155 -2.4829
H 3.4275 -2.4353 -0.9294
H 2.5721 -2.7460 0.5804
H 3.9422 -0.1797 -0.3218
H 4.2782 -1.1368 1.1259
H 2.0513 -0.5201 1.8814
H 3.5093 1.8337 0.9276
H 3.7712 1.0889 2.5060
H 2.1794 3.0674 2.6080
H 1.4830 1.5657 3.1972
H -0.1271 1.9573 1.8066
H 1.4687 3.5207 -0.0685
H 0.5633 4.2625 1.2574
H -0.6513 4.0606 -1.0429
H -1.5430 3.5566 0.3911
H -2.1484 3.3225 -2.7970
H -3.1424 3.2062 -1.3489
H -3.4917 2.1777 -2.7376
H -3.3925 0.2392 -3.3752
H -3.2080 -2.1638 -3.8952
H -1.1550 -3.3419 -3.2247
O 2.5719 2.4230 -3.4663
Cl 2.4717 1.2667 -2.6736
O 3.4443 0.2856 -2.9716
O 2.5864 1.6318 -1.2250
O 1.1190 0.6961 -2.7170
O -2.7559 -1.3052 0.5268
B -1.4901 -0.9655 0.1556
O -0.6364 -0.8183 1.2625
C -1.4453 -1.0874 2.3622
C -1.1174 -1.0966 3.6964
C -2.1464 -1.4128 4.5814
C -3.4273 -1.7088 4.1282
C -3.7427 -1.7031 2.7711
C -2.7214 -1.3842 1.9098
H -0.1154 -0.8808 4.0430
H -1.9418 -1.4346 5.6427
H -4.1979 -1.9533 4.8457
H -4.7336 -1.9378 2.4096
*
```


A cluster of 2 separate species, C3H10O4P in total in a non-equilibrium geometry, computed with ωB97M-V/def2-TZVPD.

Output
HOMO level (alpha / beta) in eV: -14.2 / -13.4
E in eV: -20742.0188
Kohn-Sham gap (alpha / beta) in eV: 8.82 / 8.20
ΔE to the lowest compared entry with this formula, charge and spin in kcal per mole: 103.5

```
! RIJCOSX wB97M-V def2-TZVPD def2/J DEFGRID3
* xyz 1 1
C -0.6931 -2.7132 -0.3397
C -1.8972 1.4105 1.1006
C 1.9231 2.1547 0.1519
O -1.2247 0.7264 -2.0697
O -0.5269 -1.5159 -1.1978
O -1.2385 0.2824 0.5216
O 1.7093 0.8592 -0.1066
P -0.6215 -0.0417 -0.8366
H -0.1038 -2.8065 0.5557
H -0.4167 -3.5488 -0.9331
H -1.7462 -2.7495 -0.1229
H -2.2808 2.0985 0.2806
H -1.2034 1.8453 1.8297
H -2.7577 1.1235 1.6675
H 2.0475 2.9063 -0.6818
H 2.8935 2.3542 0.6357
H 1.3046 2.6687 0.9995
H -1.0041 0.4702 -2.9617
*
```


The molecule C5H10O2, computed with ωB97M-V/def2-TZVPD.

Output
HOMO level in eV: -9.9
E in eV: -9440.9634
Structure (SMILES): C=C[C@@H](O)[C@@H](C)O
Kohn-Sham gap in eV: 10.73
ΔE to the lowest compared entry with this formula, charge and spin in kcal per mole: 48.0

```
! RIJCOSX wB97M-V def2-TZVPD def2/J DEFGRID3
* xyz 0 1
C -2.6389 -0.4039 -0.1080
C -1.4112 -0.8889 0.0693
C -0.2540 -0.0420 -0.4304
O -0.5266 1.3164 -0.0783
C 1.1536 -0.4211 0.0513
C 2.1203 0.6771 -0.3905
O 1.2150 -0.6708 1.4485
H -3.5447 -0.8434 0.2928
H -2.7536 0.5161 -0.6785
H -1.2248 -1.8189 0.6045
H -0.2332 -0.0672 -1.5284
H -0.9699 1.2843 0.7759
H 1.4469 -1.3740 -0.4051
H 3.1171 0.5135 0.0223
H 2.1880 0.6992 -1.4855
H 1.7490 1.6522 -0.0658
H 0.5671 -0.1286 1.9057
*
```


A structure of composition C30H24F3N3O6PS2Tl in a non-equilibrium geometry, computed with ωB97M-V/def2-TZVPD.

Output
HOMO level in eV: -1.0
E in eV: -92060.8454
Kohn-Sham gap in eV: 4.81
ΔE to the lowest compared entry with this formula, charge and spin in kcal per mole: 75.0

```
! RIJCOSX wB97M-V def2-TZVPD def2/J DEFGRID3
* xyz -2 1
Tl -0.0716 0.0340 -0.9902
O 4.2331 2.0893 0.5604
C 3.2183 1.3366 0.0279
O 2.2253 1.1189 0.6754
C 3.4845 0.9069 -1.3515
C 4.5147 1.4691 -2.1089
C 4.7109 0.9916 -3.3926
C 3.8790 -0.0061 -3.8717
C 2.8352 -0.4722 -3.0659
N 2.6598 -0.0239 -1.8366
C 1.8655 -1.5791 -3.6071
O 2.3576 -2.2867 -4.4937
O 0.7331 -1.6111 -3.1111
H 3.9827 2.3071 1.4704
H 5.1249 2.2574 -1.6948
H 5.4991 1.4039 -4.0121
H 4.0092 -0.4323 -4.8546
C -0.7376 -2.2481 4.1312
C -1.5425 -0.4430 2.4977
N -1.4780 0.6955 1.9348
C -1.0223 1.8627 2.4553
C -1.0563 2.2806 3.7473
S -1.6452 1.5831 5.2285
C -0.5756 2.8763 1.4867
C -0.5523 4.2281 1.7061
S 0.0566 5.0682 0.3375
C 0.2298 3.5070 -0.4745
N -0.1318 2.5291 0.2538
C 0.7300 3.4343 -1.8620
H 0.0553 -2.6158 3.4917
H -1.6391 -2.8249 3.9400
H -0.4337 -2.4047 5.1687
H -0.7642 3.2920 3.9798
H -0.8791 4.7925 2.5550
H 0.9015 4.4368 -2.2487
H -0.0095 2.9206 -2.4766
H 1.6546 2.8590 -1.9012
O 1.2416 -3.4254 1.7042
C 0.3972 -2.7003 1.1832
O 0.3163 -1.4490 1.2124
C -0.8112 -3.3697 0.4646
P -2.0269 -1.9975 0.2143
C -3.5043 -3.0471 -0.1809
C -3.8776 -4.1762 0.5442
C -4.9477 -4.9546 0.1440
C -5.6619 -4.6213 -0.9955
C -5.3078 -3.4939 -1.7183
C -4.2398 -2.7098 -1.3130
C -2.4451 -1.4372 1.8968
C -3.6387 -1.6257 2.4946
C -4.0806 -1.0072 3.7186
C -3.3977 -0.4180 4.7095
C -1.9393 -0.2161 4.9202
C -0.9713 -0.7623 3.8683
H -1.1994 -4.2312 1.0144
H -0.5011 -3.6982 -0.5322
H -3.3297 -4.4455 1.4375
H -5.2352 -5.8243 0.7225
H -6.4907 -5.2419 -1.3169
H -5.8755 -3.2281 -2.6001
H -3.9627 -1.8252 -1.8698
H -4.3848 -2.2377 2.0028
H -5.1589 -1.0517 3.8543
H -3.9790 -0.0174 5.5353
H -1.6776 -0.6391 5.9023
H -0.0165 -0.2310 3.9564
F -3.2685 2.2602 -0.6921
C -2.5927 1.5292 -1.6711
F -2.3483 2.5244 -2.6456
F -3.6247 0.7960 -2.2607
*
```


A structure of composition C4H10N3 in a non-equilibrium geometry, computed with ωB97M-V/def2-TZVPD.

Output
HOMO level in eV: -13.9
E in eV: -8769.6106
Kohn-Sham gap in eV: 9.95
ΔE to the lowest compared entry with this formula, charge and spin in kcal per mole: 115.0

```
! RIJCOSX wB97M-V def2-TZVPD def2/J DEFGRID3
* xyz 1 1
C -0.3086 -1.4977 1.5781
C 0.2210 0.7163 1.3310
C -0.1168 0.3421 -0.1412
C -1.4568 0.9036 -0.6507
N -0.1902 -0.4480 2.1061
N -0.1938 -1.0973 -0.3522
N 1.0010 -1.6346 -0.8040
H -0.4910 -2.4982 1.8300
H 1.2746 0.7487 1.4932
H -0.1112 1.7320 1.5174
H 0.6463 0.8393 -0.8355
H -2.1099 0.0024 -0.6040
H -1.5743 1.4341 -1.5778
H -1.7715 1.5920 0.1281
H 1.0670 -2.5588 -0.2237
H 1.7610 -0.9614 -0.6851
H 0.7322 -1.8722 -1.8286
*
```


A cluster of 2 separate species, C5H10O in total in a non-equilibrium geometry, computed with ωB97M-V/def2-TZVPD.

Output
HOMO level in eV: -9.7
E in eV: -7392.6529
Structure (SMILES): C=CCCC=O.[H][H]
Kohn-Sham gap in eV: 10.73
ΔE to the lowest compared entry with this formula, charge and spin in kcal per mole: 48.7

```
! RIJCOSX wB97M-V def2-TZVPD def2/J DEFGRID3
* xyz 0 1
C 0.2732 -1.4093 -1.1315
C 0.9817 -0.9192 -0.1274
C 0.9854 0.5207 0.2698
C -0.0369 1.3613 -0.4725
C -1.4418 0.9312 -0.1945
O -1.8399 0.3670 0.7972
H 0.2756 -2.4526 -1.3804
H -0.2791 -0.8254 -1.8443
H 1.6577 -1.5747 0.4184
H 0.7809 0.5807 1.3408
H 1.9878 0.9277 0.1228
H 0.0335 2.4097 -0.1645
H 0.1205 1.3648 -1.5554
H -2.1802 1.2736 -0.9304
H -0.8835 -1.0419 2.2294
H -0.4349 -1.5136 2.6225
*
```


A cluster of 2 separate species, C4H8N3O in total in a non-equilibrium geometry, computed with ωB97M-V/def2-TZVPD.

Output
HOMO level (alpha / beta) in eV: -12.5 / -12.5
E in eV: -10786.0516
Kohn-Sham gap (alpha / beta) in eV: 7.73 / 7.73
ΔE to the lowest compared entry with this formula, charge and spin in kcal per mole: 98.0

```
! RIJCOSX wB97M-V def2-TZVPD def2/J DEFGRID3
* xyz 1 1
C -0.4795 -1.7940 0.3953
C -0.4427 -0.5392 0.0361
C -1.1851 0.6610 0.0208
C 1.9456 0.3059 -0.0783
N -1.4292 1.4825 1.0604
N 2.6740 -0.7909 -0.2966
N -1.3924 1.0738 -1.2007
O 1.9229 1.4491 0.2238
H 0.4047 -2.4489 0.5432
H -1.4631 -2.3251 0.6223
H -1.1875 1.0179 1.9032
H -2.2810 2.0297 1.1368
H 2.1185 -1.5571 -0.6110
H 3.7146 -0.8791 -0.2641
H -1.3985 0.3337 -1.8182
H -1.5213 1.9807 -1.6729
*
```